(1)
Computed, not measured: C41H31HfN3O2PSTe as an isolated structure in a non-equilibrium geometry, with ωB97M-V/def2-TZVPD.

Cartesian coordinates (Å):
Hf1 0.196 -0.704 -0.429
O1 -0.321 -2.704 -1.044
C1 -1.483 -2.227 -1.132
O2 -1.547 -0.976 -1.381
C2 -2.626 -2.942 -0.536
C3 -3.357 -3.981 -1.082
C4 -4.308 -4.619 -0.296
C5 -4.524 -4.212 1.009
C6 -3.789 -3.170 1.556
C7 -2.809 -2.528 0.801
P1 -1.679 -1.223 1.452
C8 -1.899 -1.118 3.253
C9 -2.010 -2.257 4.049
C10 -2.178 -2.125 5.417
C11 -2.200 -0.867 6.002
C12 -2.044 0.265 5.215
C13 -1.879 0.144 3.849
C14 -2.503 0.301 0.832
C15 -1.684 1.388 0.489
C16 -2.247 2.524 -0.077
C17 -3.606 2.558 -0.357
C18 -4.414 1.488 -0.010
C19 -3.870 0.365 0.594
H1 -3.185 -4.290 -2.101
H2 -4.876 -5.438 -0.704
H3 -5.260 -4.718 1.611
H4 -3.978 -2.856 2.570
H5 -1.972 -3.245 3.613
H6 -2.297 -3.008 6.026
H7 -2.330 -0.768 7.068
H8 -2.057 1.244 5.670
H9 -1.755 1.032 3.246
H10 -0.641 1.407 0.825
H11 -1.637 3.394 -0.272
H12 -4.039 3.432 -0.816
H13 -5.474 1.533 -0.200
H14 -4.503 -0.459 0.891
N1 2.896 0.830 2.541
C20 2.686 2.105 2.073
C21 3.090 3.347 2.547
C22 2.685 4.447 1.821
C23 1.939 4.313 0.644
C24 1.542 3.081 0.164
C25 1.895 1.958 0.911
N2 1.621 0.599 0.724
C26 2.262 -0.029 1.729
C27 2.261 -1.466 1.832
C28 2.925 -2.298 2.701
S1 2.646 -3.934 2.304
C29 1.651 -3.433 1.013
N3 1.529 -2.133 0.876
H15 3.440 0.590 3.356
H16 3.693 3.453 3.434
H17 2.955 5.434 2.162
H18 1.680 5.202 0.092
H19 1.000 3.009 -0.767
H20 3.544 -2.033 3.535
H21 1.157 -4.117 0.344
Te1 1.725 -1.175 -2.774
C30 0.443 0.288 -3.668
C31 -0.146 1.264 -2.864
C32 -0.901 2.267 -3.451
C33 -1.092 2.276 -4.826
C34 -0.537 1.284 -5.618
C35 0.240 0.289 -5.043
C36 3.580 -0.125 -3.176
C37 4.643 -0.947 -3.534
C38 5.869 -0.386 -3.845
C39 6.025 0.991 -3.818
C40 4.955 1.805 -3.475
C41 3.726 1.255 -3.139
H22 0.025 1.243 -1.766
H23 -1.330 3.054 -2.848
H24 -1.664 3.067 -5.285
H25 -0.700 1.291 -6.687
H26 0.697 -0.472 -5.664
H27 4.494 -2.019 -3.580
H28 6.687 -1.029 -4.131
H29 6.975 1.432 -4.081
H30 5.077 2.878 -3.487
H31 2.896 1.900 -2.877

Summary:
2S+1 ... 1
LUMO ... -9.0320 eV
Charge ... +3
Max |F| ... 2.31 eV Å⁻¹
M ... 966.85 g mol⁻¹

(2)
Computed, not measured: a 7-piece molecular cluster, C41H31O17S overall in a non-equilibrium geometry, with ωB97M-V/def2-TZVPD.

Cartesian coordinates (Å):
O1 1.643 -1.484 -1.472
C1 1.933 -2.379 -0.637
O2 1.129 -3.011 0.060
C2 3.437 -2.664 -0.477
C3 3.906 -2.589 0.981
C4 3.850 -3.877 1.777
O3 4.559 -4.976 1.127
S1 3.754 -5.394 -0.179
O4 2.393 -5.693 0.127
O5 4.427 -6.480 -0.837
C5 3.873 -3.959 -1.204
H1 3.927 -1.855 -1.010
H2 4.893 -2.139 1.072
H3 3.229 -1.900 1.487
H4 2.836 -4.152 2.044
H5 4.367 -3.711 2.719
H6 3.250 -4.169 -2.068
H7 4.893 -3.858 -1.574
C6 8.903 -5.987 -1.445
C7 7.934 -5.077 -1.403
C8 7.361 -4.511 -2.648
O6 6.478 -3.680 -2.610
C9 7.902 -4.998 -3.940
C10 8.871 -5.907 -3.980
C11 9.448 -6.474 -2.736
O7 10.332 -7.304 -2.775
H8 9.336 -6.414 -0.550
H9 7.519 -4.711 -0.472
H10 7.465 -4.572 -4.834
H11 9.283 -6.276 -4.911
C12 -1.252 -0.869 0.413
C13 -2.055 -0.146 -0.369
C14 -2.992 0.846 0.191
O8 -3.733 1.511 -0.518
C15 -3.018 1.024 1.662
C16 -2.223 0.310 2.453
C17 -1.276 -0.693 1.892
O9 -0.558 -1.331 2.630
H12 -0.553 -1.604 0.012
H13 -2.053 -0.255 -1.447
H14 -3.713 1.755 2.045
H15 -2.227 0.424 3.529
C18 -4.696 1.927 -3.644
C19 -5.712 2.758 -3.424
C20 -6.574 3.233 -4.531
O10 -7.501 3.993 -4.334
C21 -6.264 2.747 -5.900
C22 -5.250 1.917 -6.123
C23 -4.385 1.440 -5.012
O11 -3.464 0.683 -5.221
H16 -4.059 1.573 -2.842
H17 -5.954 3.122 -2.434
H18 -6.907 3.107 -6.693
H19 -5.006 1.551 -7.113
C24 -3.815 5.958 3.304
C25 -3.996 4.641 3.289
C26 -3.211 3.747 4.178
O12 -3.373 2.547 4.164
C27 -2.217 4.378 5.081
C28 -2.037 5.696 5.095
C29 -2.822 6.588 4.209
O13 -2.658 7.791 4.225
H20 -4.375 6.628 2.664
H21 -4.715 4.162 2.636
H22 -1.656 3.708 5.720
H23 -1.318 6.176 5.746
C30 -1.610 10.788 2.917
C31 -2.470 10.705 1.905
C32 -2.678 11.841 0.975
O14 -3.462 11.768 0.053
C33 -1.889 13.076 1.215
C34 -1.030 13.161 2.226
C35 -0.822 12.023 3.157
O15 -0.038 12.102 4.078
H24 -1.449 9.969 3.606
H25 -3.052 9.813 1.715
H26 -2.055 13.893 0.524
H27 -0.446 14.052 2.419
C36 -1.704 -9.784 0.756
C37 -2.442 -9.350 -0.261
C38 -2.005 -8.198 -1.093
O16 -2.687 -7.810 -2.019
C39 -0.716 -7.554 -0.748
C40 0.025 -7.989 0.269
C41 -0.410 -9.137 1.100
O17 0.256 -9.544 2.029
H28 -2.003 -10.620 1.375
H29 -3.386 -9.806 -0.530
H30 -0.412 -6.716 -1.363
H31 0.969 -7.524 0.531

Summary:
2S+1 ... 1
LUMO ... -0.5772 eV
Charge ... -1
Max |F| ... 2.10 eV Å⁻¹
M ... 827.75 g mol⁻¹

(3)
Computed, not measured: C41H32BBrF4N13SeV as an isolated structure in a non-equilibrium geometry, with ωB97M-V/def2-TZVPD.

Cartesian coordinates (Å):
V1 0.579 0.106 0.367
C1 3.566 1.788 1.561
C2 3.144 0.442 2.031
C3 3.889 -0.380 2.870
C4 3.190 -1.572 2.951
C5 3.580 -2.798 3.696
N1 2.085 -1.435 2.203
N2 2.041 -0.209 1.653
B1 0.998 -2.494 1.978
N3 -0.349 -1.821 2.305
N4 -0.703 -0.651 1.748
C6 -1.954 -0.389 2.130
C7 -2.751 0.796 1.709
C8 -2.404 -1.413 2.966
C9 -1.354 -2.309 3.052
C10 -1.304 -3.580 3.824
N5 0.950 -2.923 0.508
N6 0.644 -2.032 -0.448
C11 0.524 -2.685 -1.597
C12 0.129 -2.048 -2.882
C13 0.767 -4.046 -1.376
C14 1.031 -4.162 -0.024
C15 1.327 -5.400 0.738
H1 4.632 1.906 1.746
H2 3.377 1.871 0.491
H3 3.040 2.588 2.085
H4 4.820 -0.140 3.340
H5 4.481 -2.585 4.266
H6 2.796 -3.120 4.378
H7 3.786 -3.614 3.006
H8 1.180 -3.425 2.677
H9 -2.444 1.132 0.721
H10 -3.806 0.524 1.676
H11 -2.637 1.615 2.423
H12 -3.363 -1.497 3.434
H13 -2.236 -3.698 4.372
H14 -1.175 -4.435 3.163
H15 -0.475 -3.570 4.530
H16 -0.058 -0.983 -2.740
H17 0.903 -2.177 -3.638
H18 -0.778 -2.515 -3.271
H19 0.751 -4.836 -2.098
H20 1.376 -6.240 0.049
H21 2.279 -5.322 1.260
H22 0.547 -5.598 1.473
Se1 -0.930 1.434 -3.941
C16 -2.606 1.975 -3.707
N7 -3.704 2.290 -3.524
C17 0.272 2.211 0.758
C18 0.205 3.060 -0.431
C19 -1.027 3.431 -0.996
C20 -1.109 4.323 -2.043
C21 0.054 4.874 -2.588
C22 1.294 4.482 -2.075
C23 1.362 3.598 -1.026
C24 -0.010 5.848 -3.601
N8 -0.049 6.678 -4.395
H23 -0.655 2.297 1.327
H24 1.096 2.528 1.399
H25 -1.946 3.027 -0.587
H26 -2.069 4.609 -2.448
H27 2.196 4.891 -2.507
H28 2.338 3.328 -0.646
F1 3.540 -1.191 -0.257
C25 3.716 -2.094 -1.252
C26 4.062 -3.372 -0.895
F2 4.173 -3.645 0.422
C27 4.292 -4.388 -1.850
C28 4.186 -3.958 -3.196
C29 3.864 -2.665 -3.546
F3 3.780 -2.355 -4.852
C30 3.575 -1.678 -2.587
C31 3.077 -0.357 -2.902
C32 2.269 0.220 -1.970
N9 1.567 0.501 -1.071
C33 3.344 0.280 -4.122
N10 3.602 0.828 -5.098
F4 4.392 -4.851 -4.182
C34 4.600 -5.716 -1.478
C35 4.807 -6.759 -2.384
N11 4.986 -7.672 -3.063
C36 4.698 -6.132 -0.147
N12 4.778 -6.531 0.932
Br1 -3.737 -4.924 -0.858
C37 -3.443 -3.069 -1.171
C38 -4.245 -2.371 -2.061
C39 -3.975 -1.026 -2.241
C40 -2.928 -0.457 -1.529
N13 -2.164 -1.134 -0.684
C41 -2.420 -2.418 -0.501
H29 -5.053 -2.865 -2.581
H30 -4.553 -0.421 -2.921
H31 -2.697 0.593 -1.645
H32 -1.798 -2.953 0.204

Summary:
2S+1 ... 4
LUMO (alpha / beta) ... 1.0186 / -1.1682 eV
Charge ... -1
⟨S²⟩ ... 3.813
Max |F| ... 5.09 eV Å⁻¹
M ... 1003.41 g mol⁻¹

(4)
Computed, not measured: C41H32BCoF4N18S2 as an isolated structure, with ωB97M-V/def2-TZVPD.

Cartesian coordinates (Å):
Co1 -0.786 -0.808 -1.117
C1 -2.194 -0.247 2.257
C2 -1.459 0.785 1.460
C3 -1.307 2.119 1.847
C4 -0.539 2.697 0.861
N1 -0.274 1.763 -0.060
N2 -0.821 0.573 0.297
B1 0.777 1.865 -1.218
N3 1.706 0.625 -1.093
C5 3.049 0.563 -1.128
C6 3.418 -0.760 -1.200
C7 2.220 -1.477 -1.212
C8 2.113 -2.965 -1.359
N4 1.186 -0.634 -1.149
N5 0.026 1.776 -2.581
C9 0.255 2.402 -3.749
C10 -0.586 1.864 -4.698
C11 -1.301 0.866 -4.024
C12 -2.352 -0.038 -4.590
N6 -0.923 0.815 -2.740
N7 1.484 3.187 -1.109
C13 0.955 4.404 -1.426
C14 1.784 5.361 -0.914
C15 2.822 4.643 -0.271
C16 3.993 5.194 0.484
N8 2.631 3.344 -0.383
H1 -2.324 0.125 3.272
H2 -1.649 -1.188 2.291
H3 -3.196 -0.441 1.864
H4 -1.697 2.595 2.735
H5 -0.166 3.707 0.766
H6 3.633 1.466 -1.074
H7 4.418 -1.164 -1.243
H8 2.487 -3.255 -2.344
H9 1.089 -3.328 -1.264
H10 2.738 -3.466 -0.618
H11 0.999 3.180 -3.830
H12 -0.664 2.130 -5.742
H13 -3.144 0.544 -5.065
H14 -2.792 -0.670 -3.818
H15 -1.922 -0.684 -5.359
H16 0.032 4.499 -1.982
H17 1.679 6.433 -0.999
H18 4.362 6.106 0.018
H19 4.798 4.463 0.535
H20 3.703 5.445 1.505
N9 0.975 -3.386 1.243
C17 -0.319 -3.507 1.035
N10 -1.039 -2.625 0.372
C18 -2.339 -2.997 0.372
C19 -2.633 -4.216 1.010
S1 -1.236 -4.899 1.653
C20 -3.284 -2.105 -0.198
C21 -4.660 -2.165 -0.012
S2 -5.393 -0.770 -0.622
C22 -3.808 -0.167 -1.106
N11 -2.816 -1.002 -0.866
N12 -3.657 1.032 -1.619
H21 1.407 -2.466 1.075
H22 1.440 -4.018 1.878
H23 -3.596 -4.700 1.123
H24 -5.238 -2.929 0.495
H25 -4.455 1.602 -1.853
H26 -2.728 1.253 -2.007
N13 -0.965 -3.923 -3.893
C23 -1.393 -3.193 -2.845
N14 -0.737 -2.067 -2.701
C24 0.187 -2.043 -3.766
C25 1.112 -1.075 -4.172
C26 1.917 -1.373 -5.249
C27 1.820 -2.597 -5.938
C28 0.877 -3.537 -5.587
C29 0.061 -3.218 -4.504
H27 -1.329 -4.815 -4.181
H28 -2.214 -3.525 -2.229
H29 1.203 -0.121 -3.671
H30 2.646 -0.641 -5.579
H31 2.492 -2.799 -6.763
H32 0.772 -4.471 -6.125
F1 1.100 -1.472 4.157
C30 0.842 -0.441 4.963
C31 0.139 -0.672 6.069
F2 -0.276 -1.902 6.295
C32 -0.193 0.385 7.017
C33 0.412 1.676 6.710
C34 1.090 1.906 5.583
F3 1.560 3.115 5.357
C35 1.299 0.879 4.572
C36 1.835 1.138 3.357
C37 1.938 0.144 2.314
N15 1.965 -0.607 1.447
C38 2.269 2.445 2.930
N16 2.597 3.457 2.493
F4 0.245 2.662 7.560
C39 -1.024 0.192 8.064
C40 -1.370 1.221 9.009
N17 -1.711 2.001 9.781
C41 -1.718 -1.055 8.281
N18 -2.325 -2.019 8.434

Summary:
2S+1 ... 3
LUMO (alpha / beta) ... -6.9387 / -8.9699 eV
Charge ... +2
⟨S²⟩ ... 2.043
Max |F| ... 0.76 eV Å⁻¹
M ... 986.70 g mol⁻¹

(5)
Computed, not measured: C41H32Br4N2O4PS2Zr as an isolated structure in a non-equilibrium geometry, with ωB97M-V/def2-TZVPD.

Cartesian coordinates (Å):
Zr1 0.169 -0.096 0.854
C1 -1.684 1.306 3.331
N1 -0.702 1.828 2.350
C2 0.457 2.359 3.111
C3 1.797 2.271 2.404
N2 2.212 0.878 2.107
C4 2.451 0.149 3.373
C5 3.493 0.933 1.387
C6 4.608 1.484 2.010
C7 5.843 1.524 1.387
C8 5.966 1.012 0.101
C9 4.871 0.464 -0.528
C10 3.611 0.406 0.095
S1 2.304 -0.367 -0.732
C11 -1.302 2.872 1.521
C12 -2.309 3.691 2.019
C13 -2.930 4.638 1.222
C14 -2.517 4.810 -0.090
C15 -1.480 4.039 -0.582
C16 -0.868 3.054 0.200
S2 0.420 2.093 -0.497
H1 -1.809 1.997 4.173
H2 -1.340 0.351 3.713
H3 -2.639 1.163 2.837
H4 0.512 1.808 4.051
H5 0.284 3.412 3.362
H6 2.540 2.758 3.049
H7 1.769 2.812 1.464
H8 3.155 0.683 4.019
H9 2.873 -0.828 3.143
H10 1.528 0.007 3.919
H11 4.525 1.884 3.014
H12 6.696 1.951 1.899
H13 6.927 1.035 -0.399
H14 4.948 0.052 -1.527
H15 -2.648 3.580 3.040
H16 -3.744 5.226 1.625
H17 -3.003 5.538 -0.728
H18 -1.118 4.174 -1.595
Br1 2.773 -6.284 2.765
C17 1.850 -4.637 2.774
C18 1.435 -4.080 3.973
Br2 1.770 -4.950 5.614
C19 0.775 -2.845 3.960
Br3 0.216 -1.994 5.559
C20 0.506 -2.184 2.775
O1 -0.046 -0.987 2.680
C21 0.882 -2.780 1.540
O2 0.554 -2.095 0.476
C22 1.585 -3.981 1.563
Br4 2.284 -4.630 -0.066
O3 -3.779 0.959 1.009
C23 -3.026 0.377 0.249
O4 -1.877 -0.135 0.577
C24 -3.440 0.177 -1.185
C25 -4.764 0.452 -1.519
C26 -5.215 0.274 -2.812
C27 -4.338 -0.186 -3.786
C28 -3.020 -0.451 -3.465
C29 -2.549 -0.268 -2.163
P1 -0.783 -0.674 -1.798
C30 -0.044 -0.015 -3.349
C31 0.916 -0.609 -4.159
C32 1.495 0.099 -5.204
C33 1.148 1.417 -5.442
C34 0.208 2.032 -4.624
C35 -0.376 1.324 -3.590
C36 -1.065 -2.500 -1.923
C37 -1.974 -3.035 -1.002
C38 -2.163 -4.401 -0.900
C39 -1.461 -5.269 -1.725
C40 -0.581 -4.751 -2.656
C41 -0.376 -3.381 -2.746
H19 -5.421 0.803 -0.734
H20 -6.247 0.493 -3.058
H21 -4.688 -0.335 -4.801
H22 -2.341 -0.802 -4.231
H23 1.250 -1.619 -3.979
H24 2.232 -0.388 -5.831
H25 1.615 1.969 -6.248
H26 -0.057 3.070 -4.780
H27 -1.097 1.818 -2.953
H28 -2.520 -2.380 -0.339
H29 -2.851 -4.792 -0.160
H30 -1.589 -6.340 -1.629
H31 -0.013 -5.420 -3.291
H32 0.341 -3.015 -3.465

Summary:
2S+1 ... 1
LUMO ... 2.2629 eV
Charge ... -1
Max |F| ... 1.87 eV Å⁻¹
M ... 1122.67 g mol⁻¹

> What is the max |F| in the fifth record?

1.87 eV Å⁻¹